{
  "formula": "C25H56BrNP",
  "method": "the ωB97M-V functional and the def2-TZVPD basis",
  "elements": ["Br", "C", "C", "C", "C", "P", "C", "C", "C", "C", "C", "C", "C", "C", "C", "C", "C", "C", "H", "H", "H", "H", "H", "H", "H", "H", "H", "H", "H", "H", "H", "H", "H", "H", "H", "H", "H", "H", "H", "H", "H", "H", "H", "H", "H", "H", "H", "H", "H", "H", "H", "H", "H", "H", "C", "C", "C", "C", "N", "C", "C", "C", "C", "C", "H", "H", "H", "H", "H", "H", "H", "H", "H", "H", "H", "H", "H", "H", "H", "H", "H", "H", "H", "H"],
  "xyz": [[2.14988, -1.19801, -2.07556], [3.39016, 2.45446, 1.95599], [2.31187, 1.69604, 1.15798], [1.42625, 0.75849, 1.96411], [0.17249, 0.22461, 1.23075], [-0.31074, -1.55681, 1.67511], [-1.78514, -1.88413, 0.54536], [-1.60770, -2.36505, -0.86947], [-2.97038, -2.35318, -1.59875], [-3.94677, -3.41860, -1.03134], [1.12373, -2.72473, 1.34398], [0.82957, -4.21853, 1.79869], [2.02463, -5.13758, 1.55572], [2.91325, -5.31946, 2.84000], [-0.96336, -1.85788, 3.34706], [-2.22554, -1.04446, 3.65137], [-2.05692, 0.07178, 4.77595], [-3.44555, 0.53846, 5.21983], [3.54334, 1.73577, 2.76105], [2.99606, 3.37743, 2.38132], [4.31359, 2.62890, 1.40376], [2.93713, 1.06452, 0.52684], [1.70950, 2.34507, 0.52236], [1.24321, 1.14312, 2.96743], [2.13191, -0.01662, 2.26305], [0.19971, 0.24471, 0.14127], [-0.74376, 0.77065, 1.45526], [-2.34448, -0.98030, 0.30386], [-2.42777, -2.52587, 1.14811], [-1.22169, -3.38124, -0.78916], [-0.89468, -1.68929, -1.34174], [-2.78543, -2.57378, -2.65004], [-3.45461, -1.37965, -1.67533], [-3.53843, -4.42332, -1.14052], [-4.84639, -3.54368, -1.63395], [-4.38809, -3.15529, -0.07009], [1.99947, -2.25496, 1.79175], [1.24879, -2.76971, 0.26211], [-0.08416, -4.70831, 1.46207], [0.61643, -4.29620, 2.86483], [2.63018, -4.89738, 0.68181], [1.66784, -6.15339, 1.38562], [2.27730, -5.60370, 3.67837], [3.38129, -4.37243, 3.10865], [3.68894, -6.06097, 2.64879], [-0.14410, -1.39625, 3.89824], [-0.83471, -2.91551, 3.57718], [-2.88834, -1.81988, 4.03545], [-2.85814, -0.62491, 2.86913], [-1.47986, 0.90729, 4.37967], [-1.49668, -0.41308, 5.57542], [-4.08668, -0.16410, 5.75222], [-4.11087, 0.91480, 4.44277], [-3.29189, 1.47516, 5.75564], [2.91982, 4.55179, -1.08453], [3.18084, 3.36186, -2.01968], [2.15392, 3.19387, -3.12245], [0.73600, 3.11177, -2.61986], [-0.29473, 2.70897, -3.73870], [-1.76850, 2.80973, -3.21455], [-1.95671, 1.43974, -2.71832], [-0.98158, 0.50349, -3.37092], [-0.20322, 1.31849, -4.36456], [-0.12412, 3.72390, -4.90964], [2.64453, 5.43870, -1.65523], [3.81587, 4.71873, -0.48676], [2.05999, 4.32496, -0.45418], [3.15510, 2.39215, -1.52260], [4.12122, 3.43789, -2.56558], [2.33521, 2.27894, -3.68651], [2.34849, 4.09432, -3.70505], [0.47092, 3.97062, -2.00324], [0.77418, 2.22748, -1.98372], [-2.38687, 3.07599, -4.07177], [-1.77911, 3.56556, -2.42925], [-3.00674, 1.19618, -2.88019], [-1.76920, 1.47038, -1.64500], [-1.54809, -0.18691, -3.99584], [-0.38327, -0.04466, -2.64314], [-0.74951, 1.23127, -5.30374], [0.82498, 0.99608, -4.52875], [-0.53102, 4.65780, -4.52187], [-0.68533, 3.49767, -5.81626], [0.93321, 3.78032, -5.16842]],
  "forces_ev_per_angstrom": [[-0.438, 0.421, 0.233], [-1.351, -0.562, 0.542], [0.740, 0.268, -0.989], [0.592, -0.241, 0.459], [-0.253, -1.088, 1.337], [-0.137, -0.274, -2.380], [0.219, 0.532, 0.783], [-0.097, -0.345, 0.140], [-0.028, -1.120, -0.223], [-0.482, 0.395, -1.007], [-2.030, -0.820, 0.128], [0.475, 0.587, 0.803], [0.612, -1.083, 1.097], [-0.436, 0.837, -1.050], [1.702, 2.012, -1.043], [-0.741, -0.355, 1.798], [-0.921, -1.828, -1.454], [0.080, 1.180, -0.003], [0.819, 0.403, 0.408], [0.211, 0.051, 0.075], [-0.207, -0.023, 0.026], [-0.587, -0.164, -0.634], [0.020, 0.105, -0.082], [-0.850, 0.559, -0.098], [-0.208, -0.762, -0.367], [0.671, -0.355, -0.144], [-0.001, 0.318, 0.378], [0.061, 0.657, 1.225], [-0.141, -0.111, -0.132], [0.215, -0.055, -0.763], [0.220, -0.406, -0.319], [0.130, -0.326, -0.066], [0.123, 0.316, 0.612], [0.403, 0.047, 0.821], [-0.053, 0.529, -0.457], [0.616, -0.338, 0.357], [0.094, -0.356, 0.073], [0.190, 0.532, -0.175], [-0.125, 0.661, -1.110], [0.357, 0.469, 0.401], [-0.082, 0.338, 0.043], [-0.302, 0.033, -0.333], [0.099, -0.262, -0.025], [0.198, 0.015, 0.050], [-0.065, 0.030, 0.202], [0.205, 0.038, 0.579], [-0.847, 0.001, -0.122], [-0.373, 0.202, 0.468], [0.732, -0.011, -0.701], [0.071, 0.013, 0.032], [-0.053, 0.331, 0.250], [0.571, -0.117, 0.361], [0.342, -0.324, -0.797], [-0.194, -0.271, 0.794], [0.022, -0.818, -0.528], [-0.367, -0.828, 0.017], [-0.076, 1.024, -0.624], [0.212, -1.995, -0.314], [-0.169, 2.921, -2.449], [2.310, 0.593, -0.895], [-1.466, -0.336, 1.630], [-0.420, -1.448, -0.681], [0.348, -0.039, 1.468], [-0.085, 0.058, 1.131], [0.298, 0.190, -0.027], [-0.288, 0.262, 0.129], [0.170, 0.082, 0.341], [0.509, 0.115, 0.624], [0.210, 0.092, 0.402], [0.407, 0.154, -0.142], [-0.497, -0.129, -0.684], [-0.761, 0.079, -0.652], [-0.414, -0.107, 0.363], [0.060, 0.068, 0.109], [-0.164, 0.124, -0.334], [0.045, -0.435, 0.235], [-0.232, -0.269, 0.150], [0.144, -0.571, 0.421], [0.227, 0.027, -0.267], [0.182, 1.016, -0.093], [0.000, 0.165, 0.253], [0.471, 0.213, -0.108], [-0.178, -0.629, 0.388], [-0.269, 0.137, 0.135]],
  "mulliken_charge": [-0.711, -1.570, 0.336, -1.191, 0.398, 0.599, -1.494, 0.378, -0.379, -1.455, -0.589, -0.516, -0.757, -1.196, -1.226, -0.914, -0.232, -1.441, 0.509, 0.302, 0.333, 0.282, -0.080, 0.481, 0.330, -0.464, 0.677, 0.585, 0.506, 0.380, -0.502, 0.458, 0.209, 0.335, 0.459, 0.309, 0.502, 0.315, 0.416, 0.181, 0.411, 0.351, 0.321, 0.280, 0.384, 0.502, 0.612, 0.554, 0.460, 0.200, 0.377, 0.353, 0.364, 0.389, -1.100, -0.450, -0.899, -0.101, 0.353, -0.785, -0.135, 0.774, -0.859, -1.057, 0.393, 0.302, 0.201, 0.166, 0.451, 0.285, 0.450, 0.419, -0.091, 0.400, 0.292, 0.530, -0.025, 0.523, -1.163, 0.389, 0.474, 0.418, 0.405, 0.322],
  "orbital_gap_ha": 0.2771,
  "lumo_ev": -2.1,
  "spin_multiplicity": 1,
  "de_lowest_kcal_mol": 76.6,
  "charge": 1
}